Entry 1:
DFT (ωB97M-V/def2-TZVPD) results for a single C4H13N3O molecule in a non-equilibrium geometry.

Geometry as XYZ:
```
21
Properties=species:S:1:pos:R:3:forces:R:3:nbo_charge:R:1
C 1.510964 -1.451757 -0.330579 -0.17 0.03 -0.37 -0.44
N 0.568829 -0.943728 0.656212 -1.38 0.41 0.02 -0.21
O -0.184002 -2.125940 1.091847 0.73 0.33 0.02 -0.63
C -0.557768 0.177131 0.228187 1.05 -0.73 0.48 0.27
C -1.248476 -0.072167 -1.112065 0.30 -0.05 -0.05 -0.65
N -1.524101 0.121182 1.289996 -0.07 0.02 -0.03 -0.82
C 0.234360 1.521239 0.315215 1.26 -0.53 0.14 -0.24
N 0.292339 2.341291 -0.898311 -0.31 -0.05 0.00 -0.84
H 1.018905 -2.019589 -1.130265 0.00 0.06 -0.01 0.18
H 2.239346 -2.121648 0.148100 -0.28 0.22 0.04 0.20
H 2.082144 -0.634206 -0.780823 -0.18 0.10 0.10 0.20
H 0.183488 -2.291834 1.979430 -0.27 0.15 -0.55 0.47
H -0.531234 -0.067949 -1.938088 -0.04 -0.08 0.11 0.21
H -1.778852 -1.030371 -1.115275 0.16 0.06 0.11 0.22
H -1.973819 0.719297 -1.333088 0.22 -0.10 0.26 0.24
H -2.017676 -0.763516 1.215181 -0.04 0.11 0.04 0.37
H -1.011312 0.055570 2.168057 -0.15 0.23 -0.04 0.36
H 1.262897 1.214147 0.602647 -0.42 0.18 0.10 0.18
H -0.130650 2.129067 1.152472 -0.24 -0.24 -0.33 0.21
H 0.589342 3.285236 -0.663518 -0.07 -0.27 -0.09 0.36
H 0.975277 1.958543 -1.545332 -0.11 0.15 0.07 0.35
```
Positions in Å, forces in eV/Å.

Maximum force, eV/Å: 1.440
Total charge: 0
Gap between HOMO and LUMO, hartree: 0.357
Relative energy (zero: lowest compared OMol25 entry of this formula, charge and spin), eV: 3.1555
SMILES: CN(O)[C@@](C)(N)CN

Entry 2:
DFT (ωB97M-V/def2-TZVPD) results for a single C4H10N2 molecule in a non-equilibrium geometry.

Geometry as XYZ:
```
16
Properties=species:S:1:pos:R:3:forces:R:3:nbo_charge:R:1
N -2.347049 -0.019129 1.674839 -0.59 -1.19 2.70 -0.83
C -1.338285 0.351945 0.782726 1.55 -1.94 -2.58 -0.02
C -0.786304 -0.581425 -0.125537 -1.41 1.02 1.09 -0.29
C 0.165039 -0.279577 -1.309038 -0.32 2.37 2.10 -0.46
C 1.353908 0.687970 -0.911242 0.99 -0.22 2.42 -0.23
N 2.410911 0.046340 0.107859 -0.54 -1.46 -4.98 -0.81
H -2.642432 0.573955 2.451708 0.39 1.09 -1.07 0.38
H -2.209537 -0.856713 2.296752 0.37 0.38 -1.93 0.38
H -1.066730 1.444826 0.690780 -0.37 -1.40 0.29 0.20
H -1.143765 -1.677134 -0.246845 0.23 2.01 1.04 0.20
H -0.480372 0.118514 -2.111339 0.66 -0.16 -0.04 0.22
H 0.521765 -1.243620 -1.505552 0.92 -1.21 -1.13 0.20
H 1.027224 1.495535 -0.201009 -0.21 -0.20 -1.54 0.19
H 2.030484 1.044480 -1.696454 -0.87 0.19 -0.18 0.20
H 2.781896 -0.752917 -0.614497 -0.90 1.84 2.99 0.33
H 1.723249 -0.353052 0.716842 0.10 -1.10 0.83 0.35
```
Positions in Å, forces in eV/Å.

Maximum force, eV/Å: 5.221
Total charge: 0
Gap between HOMO and LUMO, hartree: 0.337
Relative energy (zero: lowest compared OMol25 entry of this formula, charge and spin), eV: 2.6768
SMILES: N/C=C/CCN

Entry 3:
DFT (ωB97M-V/def2-TZVPD) results for a single C5H7Cl2NO molecule in a non-equilibrium geometry.

Geometry as XYZ:
```
16
Properties=species:S:1:pos:R:3:forces:R:3:nbo_charge:R:1
C -0.523171 -0.452605 1.502043 -1.97 0.54 1.20 -0.64
C -0.055247 -0.128321 0.123680 -2.13 -1.03 -0.47 0.11
C -0.898925 -0.872097 -1.028527 1.95 -0.65 0.98 -0.42
Cl -2.457984 -0.128315 -1.228245 -0.75 0.36 -0.22 -0.03
C 0.136036 1.366548 -0.129495 0.19 0.93 2.49 -0.49
C 1.564269 1.112490 -0.489422 -0.94 -3.76 -0.70 0.69
O 2.476489 1.486186 -1.111121 1.81 2.06 -0.76 -0.52
N 1.347502 -0.223163 -0.048023 2.07 -0.71 -0.10 -0.47
Cl 2.273802 -1.658408 -0.344801 -0.52 0.86 0.14 0.13
H -0.838335 -1.516780 1.602233 1.21 0.43 0.33 0.23
H -1.570480 0.013891 1.688412 1.86 -0.15 -0.23 0.23
H 0.270482 -0.005281 2.192776 -1.40 -1.15 -0.40 0.23
H -1.092606 -1.994675 -0.852083 0.70 1.85 -0.09 0.24
H -0.239835 -0.715851 -1.899364 -0.78 -0.33 -0.12 0.22
H 0.144327 1.938248 0.825560 -0.43 -0.28 -0.57 0.24
H -0.536331 1.778128 -0.803621 -0.86 1.02 -1.48 0.25
```
Positions in Å, forces in eV/Å.

Maximum force, eV/Å: 3.942
Total charge: 0
Gap between HOMO and LUMO, hartree: 0.373
Relative energy (zero: lowest compared OMol25 entry of this formula, charge and spin), eV: 0.7010
SMILES: C[C@@]1(CCl)CC(=O)N1Cl